A 11-piece molecular cluster, C22H66O22 overall in a non-equilibrium geometry, computed with wB97M-V/def2-TZVPD.

Values from the calculation:
**SMILES**: OCCO.OCCO.OCCO.OCCO.OCCO.OCCO.OCCO.OCCO.OCCO.OCCO.OCCO
**Net charge**: 0
**Orbital gap**: 8.6 eV
**Energy relative to the best compared isomer or geometry (same formula, charge and spin)**: 114.5 kcal per mole
**LUMO level**: -0.1490 eV

Bonds (Å) are listed after each position.
Cartesian coordinates (Å):
1 C -4.0910 0.1894 3.5071  C2 1.591, O4 1.434, H5 1.090, H6 1.090
2 C -4.3699 -1.0491 2.5490  C1 1.591, O3 1.371, H7 1.090, H8 1.090
3 O -3.8155 -0.8694 1.3076  C2 1.371, H9 0.960
4 O -2.7125 0.5489 3.3468  C1 1.434, H10 0.960
5 H -4.3823 -0.1558 4.4991  C1 1.090
6 H -4.7384 1.0429 3.3061  C1 1.090
7 H -5.4118 -1.3247 2.3859  C2 1.090
8 H -3.9843 -1.9895 2.9428  C2 1.090
9 H -2.8708 -1.0313 1.3609  O3 0.960
10 H -2.4008 1.1716 4.0077  O4 0.960
11 C 4.0979 4.1349 -2.8142  C12 1.509, O14 1.393, H15 1.090, H16 1.090
12 C 3.8476 3.0335 -1.8137  C11 1.509, O13 1.378, H17 1.090, H18 1.090
13 O 4.3612 3.1223 -0.5380  C12 1.378, H19 0.960
14 O 5.4814 4.1883 -2.9642  C11 1.393, H20 0.960
15 H 3.9537 5.0805 -2.2916  C11 1.090
16 H 3.4389 3.9374 -3.6597  C11 1.090
17 H 4.2351 2.1031 -2.2289  C12 1.090
18 H 2.7735 2.8795 -1.7100  C12 1.090
19 H 4.0609 3.9872 -0.2493  O13 0.960
20 H 5.7608 3.6384 -2.2286  O14 0.960
21 C -1.1968 -3.7121 -3.1253  C22 1.574, O24 1.375, H25 1.090, H26 1.090
22 C -1.0688 -4.2928 -1.6680  C21 1.574, O23 1.449, H27 1.090, H28 1.090
23 O -1.5501 -3.3773 -0.6527  C22 1.449, H29 0.960
24 O -0.5723 -2.4938 -3.2580  C21 1.375, H30 0.960
25 H -2.2279 -3.6032 -3.4614  C21 1.090
26 H -0.9587 -4.4128 -3.9255  C21 1.090
27 H -0.0087 -4.5193 -1.5542  C22 1.090
28 H -1.5633 -5.2522 -1.5158  C22 1.090
29 H -1.2228 -2.5208 -0.9370  O23 0.960
30 H 0.3355 -2.7292 -3.0527  O24 0.960
31 C 0.6383 0.9117 0.2579  C32 1.532, O34 1.487, H35 1.090, H36 1.090
32 C 0.5819 0.5916 -1.2393  C31 1.532, O33 1.421, H37 1.090, H38 1.090
33 O -0.5518 1.1591 -1.8807  C32 1.421, H39 0.960
34 O -0.3151 0.0415 0.9957  C31 1.487, H40 0.960
35 H 0.4481 1.9849 0.2626  C31 1.090
36 H 1.6533 0.6542 0.5603  C31 1.090
37 H 0.4475 -0.4879 -1.3081  C32 1.090
38 H 1.4438 0.7806 -1.8793  C32 1.090
39 H -1.2751 0.9015 -1.3045  O33 0.960
40 H -0.2683 0.1552 1.9478  O34 0.960
41 C -2.6086 3.5244 -3.8328  C42 1.559, O44 1.426, H45 1.090, H46 1.090
42 C -3.3422 2.1633 -4.0312  C41 1.559, O43 1.359, H47 1.090, H48 1.090
43 O -2.3513 1.2848 -4.3358  C42 1.359, H49 0.960
44 O -2.0028 4.0573 -5.0088  C41 1.426, H50 0.960
45 H -1.9196 3.4061 -2.9965  C41 1.090
46 H -3.2561 4.3668 -3.5892  C41 1.090
47 H -4.0380 2.1735 -4.8702  C42 1.090
48 H -3.8290 1.9796 -3.0734  C42 1.090
49 H -1.6554 1.1625 -3.6860  O43 0.960
50 H -1.2423 3.4845 -5.1319  O44 0.960
51 C -1.4363 0.3251 6.4758  C52 1.546, O54 1.438, H55 1.090, H56 1.090
52 C -0.5485 0.2949 7.7406  C51 1.546, O53 1.450, H57 1.090, H58 1.090
53 O 0.5653 -0.6201 7.5801  C52 1.450, H59 0.960
54 O -0.9732 1.1051 5.3597  C51 1.438, H60 0.960
55 H -2.3738 0.7290 6.8578  C51 1.090
56 H -1.4197 -0.7244 6.1817  C51 1.090
57 H -1.1618 -0.0123 8.5877  C52 1.090
58 H -0.0693 1.2220 8.0551  C52 1.090
59 H 1.1582 -0.5619 6.8273  O53 0.960
60 H -0.4373 0.5063 4.8345  O54 0.960
61 C 0.5673 -1.7391 3.4559  C62 1.510, O64 1.440, H65 1.090, H66 1.090
62 C -0.6668 -2.3505 4.0752  C61 1.510, O63 1.441, H67 1.090, H68 1.090
63 O -0.7008 -3.7459 3.7184  C62 1.441, H69 0.960
64 O 0.5858 -0.3220 3.7098  C61 1.440, H70 0.960
65 H 0.4998 -1.8070 2.3701  C61 1.090
66 H 1.5030 -2.2116 3.7548  C61 1.090
67 H -1.5912 -1.8478 3.7909  C62 1.090
68 H -0.6090 -2.2561 5.1596  C62 1.090
69 H -1.5595 -4.0418 4.0294  O63 0.960
70 H 1.4541 -0.0474 3.4060  O64 0.960
71 C -3.7480 -1.1865 -2.3119  C72 1.534, O74 1.452, H75 1.090, H76 1.090
72 C -5.1911 -1.3944 -2.7898  C71 1.534, O73 1.396, H77 1.090, H78 1.090
73 O -5.9977 -1.9194 -1.7785  C72 1.396, H79 0.960
74 O -3.7481 -0.0377 -1.4240  C71 1.452, H80 0.960
75 H -3.0932 -0.9006 -3.1350  C71 1.090
76 H -3.5398 -2.0886 -1.7366  C71 1.090
77 H -5.2019 -2.2271 -3.4931  C72 1.090
78 H -5.6532 -0.4817 -3.1660  C72 1.090
79 H -6.8678 -1.5140 -1.7844  O73 0.960
80 H -4.0556 -0.3306 -0.5631  O74 0.960
81 C 1.2423 1.5605 -5.4234  C82 1.506, O84 1.346, H85 1.090, H86 1.090
82 C 1.2063 2.9249 -6.0601  C81 1.506, O83 1.413, H87 1.090, H88 1.090
83 O 0.7336 3.9213 -5.1776  C82 1.413, H89 0.960
84 O 1.5593 0.6140 -6.3270  C81 1.346, H90 0.960
85 H 0.3449 1.1802 -4.9354  C81 1.090
86 H 2.0291 1.4485 -4.6775  C81 1.090
87 H 0.3120 2.8961 -6.6827  C82 1.090
88 H 2.1665 3.1987 -6.4972  C82 1.090
89 H 1.0577 4.7572 -5.5208  O83 0.960
90 H 1.6249 -0.2371 -5.8878  O84 0.960
91 C 3.1567 0.1554 5.7390  C92 1.604, O94 1.406, H95 1.090, H96 1.090
92 C 3.3366 0.9892 4.3801  C91 1.604, O93 1.399, H97 1.090, H98 1.090
93 O 3.0371 0.3299 3.1826  C92 1.399, H99 0.960
94 O 3.2841 1.0866 6.7853  C91 1.406, H100 0.960
95 H 3.9477 -0.5657 5.9450  C91 1.090
96 H 2.1985 -0.3639 5.7553  C91 1.090
97 H 4.4234 0.9235 4.3283  C92 1.090
98 H 2.8789 1.9783 4.3687  C92 1.090
99 H 3.5610 -0.4745 3.1903  O93 0.960
100 H 3.1036 0.6963 7.6436  O94 0.960
101 C 4.5057 -2.7585 -1.5990  C102 1.515, O104 1.416, H105 1.090, H106 1.090
102 C 3.0895 -2.2229 -1.6631  C101 1.515, O103 1.450, H107 1.090, H108 1.090
103 O 2.3417 -3.1641 -2.4735  C102 1.450, H109 0.960
104 O 5.1876 -2.5286 -2.8189  C101 1.416, H110 0.960
105 H 4.7405 -3.7832 -1.3108  C101 1.090
106 H 4.9509 -2.1966 -0.7779  C101 1.090
107 H 3.1291 -1.1579 -1.8919  C102 1.090
108 H 2.6491 -2.3161 -0.6704  C102 1.090
109 H 3.0322 -3.4335 -3.0836  O103 0.960
110 H 5.7228 -3.2918 -3.0483  O104 0.960